No. 1
{"formula": "C8H20BFN2O8S", "method": "wB97M-V/def2-TZVPD", "homo_energy_ev": -9.4, "e_tot_ev": -42210.415, "e_lumo_ev": 0.1, "orbital_gap_ev": 9.518, "largest_force_ev_per_a": 0.464, "species": ["O", "S", "O", "C", "C", "F", "O", "O", "B", "O", "O", "H", "H", "H", "H", "H", "H", "C", "C", "O", "N", "C", "H", "H", "H", "H", "H", "H", "H", "C", "C", "O", "N", "C", "H", "H", "H", "H", "H", "H", "H"], "coordinates": [[0.653613, -1.820970, -1.527203], [1.027517, -1.145203, -0.307886], [0.411700, 0.346551, -0.384001], [0.747811, 1.121007, -1.542725], [-0.426863, 2.018230, -1.839583], [-0.846384, 2.666783, -0.676434], [0.004799, -1.647969, 0.900382], [-1.060346, -0.773477, 1.261762], [-2.259386, -1.095400, 0.621726], [-2.423718, -2.254111, -0.056742], [-3.251029, -0.170635, 0.791894], [0.900847, 0.469291, -2.404922], [1.658694, 1.686439, -1.347810], [-1.270116, 1.441204, -2.219330], [-0.141142, 2.777672, -2.568366], [-3.055455, -2.181767, -0.773647], [-2.918204, 0.724458, 0.896649], [-1.024088, 7.007935, 3.090659], [-0.643862, 6.698464, 1.659448], [-0.277619, 7.568869, 0.889541], [-0.725492, 5.401523, 1.258213], [-1.134799, 4.244390, 2.021147], [-0.902641, 8.075973, 3.240684], [-2.059723, 6.731695, 3.292466], [-0.385968, 6.470934, 3.793485], [-0.461863, 5.255787, 0.296367], [-0.334712, 3.503566, 2.066820], [-2.005369, 3.769599, 1.564412], [-1.394078, 4.527239, 3.036691], [1.090538, -5.141913, -0.297407], [2.333062, -5.997202, -0.207003], [2.914980, -6.186356, 0.846350], [2.791407, -6.555531, -1.363024], [2.238928, -6.435725, -2.693781], [0.859911, -4.775537, 0.698460], [1.245112, -4.294217, -0.965363], [0.240797, -5.716465, -0.668161], [3.620367, -7.114674, -1.238090], [1.949175, -7.410486, -3.091372], [2.957750, -5.985249, -3.381130], [1.355850, -5.804726, -2.673173]], "forces_ev_per_angstrom": [[0.023, 0.070, -0.057], [-0.108, -0.198, -0.118], [0.026, 0.023, 0.039], [-0.022, -0.010, -0.023], [-0.046, 0.022, 0.125], [0.112, 0.022, -0.189], [0.165, 0.147, 0.231], [-0.061, -0.174, -0.072], [-0.026, 0.070, 0.179], [0.349, 0.048, -0.115], [-0.073, 0.002, -0.458], [0.048, 0.011, -0.044], [-0.010, 0.058, 0.094], [-0.037, 0.000, 0.076], [-0.019, -0.010, -0.029], [-0.327, -0.103, 0.085], [0.033, 0.066, 0.271], [0.008, 0.023, -0.016], [-0.016, -0.035, 0.038], [0.007, 0.017, -0.014], [0.021, -0.005, -0.041], [0.005, -0.076, -0.028], [0.001, 0.000, -0.003], [0.002, -0.008, 0.005], [-0.007, -0.007, 0.002], [-0.009, -0.002, -0.003], [-0.004, 0.000, 0.027], [-0.021, 0.012, 0.039], [0.002, 0.031, -0.005], [0.036, -0.003, 0.047], [-0.030, 0.008, -0.029], [0.009, 0.000, 0.014], [0.014, -0.014, 0.001], [0.013, -0.009, 0.004], [0.014, -0.005, 0.004], [-0.052, -0.006, -0.021], [-0.002, 0.013, -0.020], [0.002, 0.004, 0.008], [-0.016, 0.001, 0.008], [-0.004, 0.015, 0.005], [-0.001, 0.002, -0.015]], "lowdin_charge": [-0.38, 0.98, -0.34, -0.20, -0.15, -0.05, -0.27, 0.08, -0.82, 0.22, 0.21, 0.12, 0.13, 0.13, 0.13, 0.12, 0.11, -0.01, -0.55, 0.03, 0.01, -0.09, 0.08, 0.08, 0.08, 0.13, 0.08, 0.07, 0.07, -0.01, -0.55, 0.03, 0.00, -0.08, 0.08, 0.06, 0.09, 0.14, 0.08, 0.08, 0.07]}

=====

No. 2
{"formula": "C27H35Br4IN2O3S", "method": "wB97M-V/def2-TZVPD", "homo_energy_ev": -8.4, "e_tot_ev": -336791.221, "e_lumo_ev": -1.1, "orbital_gap_ev": 7.258, "largest_force_ev_per_a": 3.900, "species": ["C", "C", "O", "O", "C", "C", "C", "C", "C", "O", "C", "C", "C", "C", "C", "C", "C", "C", "C", "C", "C", "C", "C", "C", "I", "C", "N", "S", "N", "C", "H", "H", "H", "H", "H", "H", "H", "H", "H", "H", "H", "H", "H", "H", "H", "H", "H", "H", "H", "H", "H", "H", "H", "H", "H", "H", "H", "Br", "C", "C", "Br", "H", "H", "H", "H", "Br", "C", "C", "Br", "H", "H", "H", "H"], "coordinates": [[4.315131, -0.994884, 3.540716], [3.884019, -2.501218, 3.681359], [2.711471, -2.707441, 3.912326], [4.771732, -3.577426, 3.598733], [4.541469, -4.371241, 2.398085], [4.435138, -3.344138, 1.195434], [3.141484, -3.206829, 0.579295], [2.819697, -2.255745, -0.583127], [1.359464, -2.298020, -1.122708], [0.772452, -0.994698, -1.329560], [-0.628734, -1.119839, -1.247690], [-1.374756, -2.253025, -1.865261], [-2.821843, -2.421288, -1.756888], [-3.519729, -3.671111, -2.402354], [-3.652295, -1.452301, -1.024944], [-2.940528, -0.304783, -0.400995], [-1.459655, -0.128173, -0.512962], [-0.730708, 1.105409, 0.147832], [-1.693066, 2.099004, 0.908200], [-0.092648, 1.947318, -1.071184], [3.880176, -1.425236, -1.114004], [3.640835, -0.439071, -2.289088], [3.820707, 1.094685, -1.840945], [5.063816, 1.795052, -2.509022], [4.545405, 3.012564, -4.252530], [5.242416, -1.567121, -0.470466], [6.412877, -0.912623, -0.782310], [7.656601, -1.441453, 0.201606], [6.860262, -2.596653, 1.154798], [5.584439, -2.527747, 0.677034], [4.721303, -0.590676, 4.507402], [5.094358, -0.824054, 2.749407], [3.390624, -0.451920, 3.195103], [3.557201, -4.896739, 2.532388], [5.378807, -5.104579, 2.223606], [2.296844, -3.837160, 0.968750], [0.739308, -2.807057, -0.321523], [1.281401, -2.945375, -2.049653], [-0.803889, -3.035672, -2.432015], [-4.372594, -3.950690, -1.721112], [-3.830561, -3.501468, -3.463289], [-2.782930, -4.526236, -2.318960], [-4.757740, -1.584056, -0.912134], [-3.602707, 0.400244, 0.174419], [0.052199, 0.690503, 0.836789], [-1.956031, 1.686732, 1.928108], [-2.665848, 2.277854, 0.379297], [-1.174012, 3.082848, 1.109946], [0.938347, 1.513719, -1.223560], [-0.051037, 3.017483, -0.735591], [-0.713906, 1.885362, -2.003008], [2.665377, -0.604000, -2.829655], [4.440032, -0.628081, -3.072890], [2.887706, 1.696581, -1.989541], [4.046515, 1.048020, -0.730654], [5.886814, 1.089492, -2.784165], [5.487397, 2.526167, -1.759836], [-5.019658, 0.038135, 3.555591], [-6.684572, 0.788833, 2.879030], [-6.818391, 0.569348, 1.394643], [-5.693814, 1.806863, 0.393621], [-6.697164, 1.839626, 3.160793], [-7.473458, 0.262810, 3.416287], [-7.835447, 0.780946, 1.064720], [-6.540635, -0.434923, 1.080545], [-4.741622, 8.467529, -0.681036], [-5.327293, 6.625473, -0.924781], [-4.934024, 5.765084, 0.248170], [-3.039743, 5.309988, 0.190736], [-4.909063, 6.281860, -1.868536], [-6.412272, 6.681732, -1.011326], [-5.455504, 4.808440, 0.213957], [-5.115946, 6.239047, 1.210576]], "forces_ev_per_angstrom": [[0.515, -0.447, -0.624], [-1.486, 0.480, 0.563], [1.195, -0.166, -0.334], [0.358, 0.905, -0.559], [-0.411, 1.136, -1.003], [-1.852, -0.474, -1.244], [1.805, 0.920, -0.400], [2.608, 0.461, 0.488], [0.391, -0.916, 0.814], [-1.338, -0.919, 0.371], [-3.889, -0.295, 0.029], [-0.245, 1.284, 0.872], [-0.051, 1.213, 0.555], [0.988, 0.114, 1.263], [3.574, 0.724, 0.010], [0.776, -1.932, -1.287], [-0.675, -0.979, -0.063], [-1.070, 0.445, -1.456], [0.155, -0.691, 1.004], [0.439, -0.544, 1.146], [-1.291, -1.459, 1.058], [0.809, 0.372, -0.581], [0.540, -0.726, 0.315], [0.028, 0.270, 1.190], [0.197, -0.579, 0.534], [2.123, -0.540, 1.268], [-0.927, -1.058, 0.876], [-2.248, -0.599, -0.239], [-1.813, 2.019, -2.562], [-1.960, -0.713, 0.021], [-0.564, -0.445, -0.870], [-0.549, -0.415, 0.832], [0.949, -0.563, 0.737], [0.974, 0.364, -0.355], [-0.776, 0.960, 0.615], [0.982, 0.763, -0.373], [0.739, 0.396, -0.913], [0.295, 0.862, 0.863], [-0.708, 0.869, 0.622], [0.594, 0.298, -1.053], [0.178, -0.202, 0.992], [-0.875, 0.822, -0.464], [1.229, 0.143, -0.159], [1.383, -0.778, -0.667], [-0.533, 0.630, -0.665], [0.128, 0.338, -1.024], [1.121, -0.028, 0.282], [-0.561, -1.098, -0.394], [-1.144, 0.777, -0.268], [0.289, -0.935, -0.526], [0.595, -0.072, 0.905], [0.933, 0.047, 0.983], [-0.801, 0.070, 0.890], [0.899, -0.627, 0.117], [-0.353, 0.311, -1.158], [-0.918, 0.587, 0.088], [-0.431, -0.671, -1.048], [-0.022, 0.115, -0.049], [0.091, -0.273, 0.209], [-0.173, 0.245, -0.143], [-0.219, 0.084, 0.020], [-0.002, -0.078, -0.122], [0.013, 0.025, -0.098], [0.053, -0.013, 0.068], [0.027, 0.085, 0.120], [0.030, -0.070, -0.072], [-0.179, 0.248, 0.079], [0.144, -0.254, -0.084], [-0.144, 0.133, 0.045], [0.015, -0.030, 0.141], [0.062, -0.051, 0.045], [-0.012, 0.085, -0.032], [-0.004, 0.040, -0.144]], "lowdin_charge": [0.02, -0.48, 0.10, -0.05, -0.10, -0.13, 0.05, -0.07, -0.15, -0.09, -0.18, 0.02, -0.25, -0.08, -0.03, -0.02, -0.09, -0.32, -0.13, -0.06, -0.09, -0.13, -0.28, -0.65, 0.66, -0.22, -0.25, 0.96, -0.20, -0.32, 0.09, 0.07, 0.10, 0.13, 0.14, 0.12, 0.14, 0.14, 0.11, 0.08, 0.08, 0.08, 0.10, -0.01, 0.14, 0.08, 0.01, 0.05, 0.05, 0.07, 0.10, 0.12, 0.12, 0.07, 0.11, 0.04, 0.05, 0.62, -0.69, -0.66, 0.71, 0.05, 0.06, 0.06, 0.05, 0.60, -0.70, -0.69, 0.65, 0.05, 0.06, 0.00, 0.05]}